#A
{
  "formula": "C9H14O",
  "method": "ωB97M-V with the def2-TZVPD basis set",
  "species": ["C", "C", "C", "C", "C", "O", "C", "C", "H", "H", "H", "H", "H", "H", "H", "H", "C", "C", "H", "H", "H", "H", "H", "H"],
  "positions_angstrom": [[1.66, 0.64, -3.12], [0.75, -0.14, -2.08], [1.07, -1.47, -1.81], [0.22, -2.21, -0.95], [-0.97, -1.64, -0.52], [-1.91, -2.29, 0.21], [-1.27, -0.32, -0.94], [-0.46, 0.50, -1.72], [2.06, 1.54, -2.64], [0.94, 1.14, -3.77], [2.31, -0.06, -3.61], [1.98, -1.83, -2.28], [0.49, -3.29, -0.63], [-2.07, -1.57, 0.91], [-2.40, 0.02, -0.61], [-0.79, 1.48, -1.91], [-0.57, 1.48, 2.61], [0.27, 0.85, 3.75], [0.04, 1.78, 1.66], [-1.48, 0.83, 2.38], [-1.00, 2.45, 2.89], [0.76, 1.73, 4.22], [0.78, -0.03, 3.46], [-0.42, 0.41, 4.49]],
  "lowdin_charge": [-0.04, -0.26, -0.05, -0.02, -0.39, 0.01, -0.05, -0.05, 0.07, 0.06, 0.06, 0.10, 0.14, 0.14, 0.17, 0.10, -0.19, -0.17, 0.09, 0.06, 0.05, 0.07, 0.05, 0.06],
  "e_lumo_ev": 0.8,
  "homo_energy_ev": -8.507,
  "smiles": "Cc1ccc(O)cc1.CC",
  "homo_lumo_gap_ev": 9.3
}

#B
{
  "formula": "C9H14O",
  "method": "ωB97M-V with the def2-TZVPD basis set",
  "species": ["C", "C", "C", "C", "C", "O", "C", "C", "H", "H", "H", "H", "H", "H", "H", "H", "C", "C", "H", "H", "H", "H", "H", "H"],
  "positions_angstrom": [[-1.13, -1.52, 1.95], [-1.24, -1.06, 0.65], [-1.70, -1.94, -0.39], [-1.90, -1.55, -1.72], [-1.53, -0.24, -2.01], [-1.48, 0.37, -3.22], [-1.06, 0.60, -1.00], [-1.10, 0.27, 0.34], [-2.14, -1.66, 2.53], [-0.47, -0.80, 2.45], [-0.42, -2.42, 2.06], [-1.92, -2.98, -0.06], [-2.34, -2.12, -2.55], [-1.59, -0.35, -3.91], [-0.87, 1.67, -1.22], [-1.18, 0.90, 1.33], [2.48, 2.27, 0.35], [3.02, 0.94, 0.85], [2.70, 2.28, -0.73], [1.44, 2.43, 0.44], [2.96, 3.01, 0.90], [2.25, 0.32, 1.25], [3.66, 1.19, 1.67], [3.56, 0.40, 0.03]],
  "lowdin_charge": [-0.12, -0.39, -0.02, -0.02, -0.35, 0.03, -0.03, -0.06, 0.13, 0.07, 0.11, 0.12, 0.12, 0.14, 0.13, 0.16, -0.16, -0.16, 0.07, 0.04, 0.04, 0.04, 0.05, 0.08],
  "e_lumo_ev": 0.8,
  "homo_energy_ev": -8.212,
  "smiles": "Cc1ccc(O)cc1.CC",
  "homo_lumo_gap_ev": 9.0
}

Quick one: least stable of them? #B

#A
{
  "formula": "H26O13",
  "method": "ωB97M-V with the def2-TZVPD basis set",
  "species": ["O", "H", "H", "O", "H", "H", "O", "H", "H", "O", "H", "H", "O", "H", "H", "O", "H", "H", "O", "H", "H", "O", "H", "H", "O", "H", "H", "O", "H", "H", "O", "H", "H", "O", "H", "H", "O", "H", "H"],
  "positions_angstrom": [[-0.35, -0.92, 2.52], [-0.58, -0.31, 3.23], [0.12, -1.63, 2.88], [-2.64, -2.35, 3.24], [-1.80, -1.99, 2.92], [-2.34, -2.95, 3.92], [1.80, 2.20, -2.39], [0.87, 2.22, -2.19], [1.76, 1.37, -2.83], [2.06, -2.11, 1.48], [2.64, -2.21, 2.23], [1.67, -1.23, 1.48], [-0.33, -2.49, -2.52], [-0.73, -1.71, -2.23], [-1.10, -3.08, -2.61], [1.83, -1.12, -1.32], [2.66, -1.44, -1.58], [1.47, -1.75, -0.67], [0.63, 2.25, 3.12], [-0.11, 1.64, 2.89], [1.30, 1.85, 3.61], [-1.95, -0.19, -2.45], [-2.47, 0.02, -1.66], [-1.18, 0.35, -2.29], [0.81, 0.07, -3.44], [1.35, -0.39, -2.82], [1.23, -0.17, -4.27], [-0.79, 2.24, -1.76], [-1.55, 2.73, -2.00], [-1.01, 1.75, -1.01], [1.91, 0.77, 1.20], [1.30, 1.48, 1.00], [2.15, 0.93, 2.10], [-2.41, 2.48, 0.34], [-2.31, 2.15, 1.24], [-2.95, 1.78, -0.03], [-0.60, 0.16, 0.13], [-0.51, -0.30, 0.95], [0.14, -0.08, -0.41]],
  "lowdin_charge": [-0.02, 0.08, 0.04, -0.06, -0.02, 0.04, -0.07, -0.04, -0.06, -0.04, 0.04, -0.01, -0.05, -0.05, 0.05, -0.02, 0.05, 0.05, -0.01, 0.05, 0.01, -0.05, 0.04, -0.02, -0.03, -0.02, 0.08, -0.02, 0.06, -0.04, -0.04, 0.04, 0.03, -0.03, 0.04, 0.05, -0.02, -0.02, 0.01],
  "e_lumo_ev": -0.8,
  "homo_energy_ev": -9.462,
  "homo_lumo_gap_ev": 8.7
}

#B
{
  "formula": "H26O13",
  "method": "ωB97M-V with the def2-TZVPD basis set",
  "species": ["H", "H", "H", "H", "H", "H", "H", "H", "H", "H", "H", "H", "H", "H", "H", "H", "H", "H", "H", "H", "H", "H", "H", "H", "H", "H", "O", "O", "O", "O", "O", "O", "O", "O", "O", "O", "O", "O", "O"],
  "positions_angstrom": [[-1.21, 0.54, 0.38], [0.12, -0.05, 0.00], [1.53, 3.06, -2.38], [1.84, 3.86, -1.07], [4.98, -0.43, -0.30], [3.57, 0.30, -0.11], [2.01, -2.65, -2.26], [2.15, -3.12, -3.70], [3.85, -2.18, -0.09], [5.06, -2.60, -0.89], [-4.58, -2.18, -1.37], [-3.36, -1.56, -1.93], [-3.31, -0.58, 0.59], [-2.52, -0.77, -0.69], [4.01, 1.64, -0.88], [2.62, 2.12, -0.27], [0.10, -4.26, 2.13], [1.63, -4.18, 2.82], [-1.50, 3.29, 0.16], [-2.31, 4.53, -0.28], [1.03, 2.40, 3.22], [0.55, 3.46, 2.30], [-0.82, -0.25, 3.04], [-1.13, -1.41, 2.14], [-6.75, 1.18, -0.83], [-5.59, 0.55, -0.05], [-0.68, -0.20, 0.64], [2.19, 3.35, -1.73], [4.18, -0.48, 0.15], [1.87, -2.35, -3.17], [4.21, -2.19, -1.02], [-4.26, -1.50, -2.01], [-3.33, -1.00, -0.21], [3.55, 2.14, -0.10], [0.69, -4.54, 2.84], [-1.70, 3.83, -0.61], [1.04, 3.33, 3.12], [-1.56, -0.75, 2.70], [-6.44, 0.27, -0.57]],
  "lowdin_charge": [0.02, 0.12, 0.08, 0.00, 0.02, 0.05, 0.01, 0.05, 0.06, 0.04, 0.07, -0.04, -0.01, 0.07, 0.11, -0.01, 0.02, 0.07, 0.01, 0.07, 0.01, 0.02, 0.03, 0.02, 0.05, 0.07, -0.09, -0.02, -0.11, -0.08, -0.10, -0.07, -0.05, -0.10, -0.09, -0.07, -0.03, -0.07, -0.11],
  "e_lumo_ev": -0.9,
  "homo_energy_ev": -9.613,
  "homo_lumo_gap_ev": 8.7
}

Quick one: least stable of them? #B

#A
{
  "formula": "H26O13",
  "method": "ωB97M-V with the def2-TZVPD basis set",
  "species": ["O", "H", "H", "O", "H", "H", "O", "H", "H", "O", "H", "H", "O", "H", "H", "O", "H", "H", "O", "H", "H", "O", "H", "H", "O", "H", "H", "O", "H", "H", "O", "H", "H", "O", "H", "H", "O", "H", "H"],
  "positions_angstrom": [[0.62, -0.08, 0.13], [-0.26, -0.42, 0.05], [0.60, 0.30, 1.03], [-1.77, -3.01, -1.60], [-0.82, -2.84, -1.49], [-2.06, -3.87, -1.23], [1.36, -0.84, 4.23], [1.79, -1.21, 4.96], [1.89, -0.92, 3.44], [-3.74, -0.26, -1.63], [-3.03, -0.19, -1.04], [-4.41, -0.45, -1.02], [2.87, 1.71, -0.62], [3.62, 2.17, -0.38], [2.91, 1.63, -1.57], [-2.24, 2.02, 1.13], [-1.40, 1.68, 1.45], [-2.93, 1.91, 1.78], [-0.07, 0.88, 2.63], [0.68, 1.50, 2.87], [0.08, 0.15, 3.19], [0.96, -2.19, -1.73], [0.58, -1.66, -2.45], [1.16, -1.56, -1.04], [0.50, 2.81, 0.58], [0.78, 2.64, 1.49], [1.37, 2.60, 0.13], [-1.29, 1.46, -1.55], [-1.75, 1.43, -0.73], [-0.41, 1.57, -1.17], [3.80, -0.74, -0.32], [4.66, -0.65, -0.63], [3.36, 0.09, -0.39], [-0.31, -0.54, -3.31], [-0.49, 0.02, -2.52], [-0.99, -0.38, -3.93], [-1.94, -1.18, 0.34], [-1.84, -1.60, 1.17], [-1.87, -1.96, -0.28]],
  "lowdin_charge": [-0.07, -0.02, 0.01, -0.05, 0.02, 0.07, -0.01, 0.03, 0.06, -0.01, -0.05, 0.01, 0.00, 0.04, 0.10, -0.04, -0.02, 0.05, -0.05, 0.10, 0.00, -0.06, -0.02, 0.00, -0.06, 0.01, 0.04, -0.04, -0.02, 0.02, -0.03, 0.00, -0.06, -0.04, 0.04, 0.04, -0.06, 0.04, 0.03],
  "e_lumo_ev": -0.3,
  "homo_energy_ev": -10.313,
  "homo_lumo_gap_ev": 10.0
}

#B
{
  "formula": "H26O13",
  "method": "ωB97M-V with the def2-TZVPD basis set",
  "species": ["O", "H", "H", "O", "H", "H", "O", "H", "H", "O", "H", "H", "O", "H", "H", "O", "H", "H", "O", "H", "H", "O", "H", "H", "O", "H", "H", "O", "H", "H", "O", "H", "H", "O", "H", "H", "O", "H", "H"],
  "positions_angstrom": [[-2.08, -0.77, -2.27], [-2.57, -1.53, -2.07], [-1.30, -1.09, -2.62], [2.03, 1.34, 1.08], [2.96, 1.01, 1.18], [2.20, 2.20, 0.73], [2.07, 1.81, 3.75], [2.73, 2.47, 3.82], [2.14, 1.47, 2.88], [-3.61, 1.28, -1.10], [-3.83, 1.64, -0.22], [-3.29, 0.37, -0.82], [0.14, 0.38, -0.37], [-0.63, 0.15, 0.17], [0.74, 0.70, 0.35], [-2.87, -0.68, 0.65], [-2.55, -1.48, 0.25], [-3.79, -0.87, 0.69], [-0.28, -0.53, 2.58], [0.59, -0.92, 2.62], [-0.56, -0.30, 3.47], [2.34, 0.46, -2.02], [1.68, 0.57, -1.36], [2.22, 1.09, -2.69], [-0.47, 1.84, -2.97], [-1.35, 1.83, -3.30], [-0.50, 1.38, -2.14], [-1.27, 1.90, 2.16], [-0.84, 1.04, 2.28], [-1.05, 2.14, 1.31], [1.29, -2.92, -0.39], [0.84, -2.35, -1.06], [0.92, -3.80, -0.38], [0.44, -1.46, -2.95], [1.08, -0.72, -2.76], [0.19, -1.27, -3.87], [2.18, -1.80, 1.95], [1.79, -1.94, 1.12], [2.32, -2.65, 2.31]],
  "lowdin_charge": [0.00, 0.03, -0.05, -0.03, 0.12, 0.08, -0.02, 0.01, -0.05, -0.11, 0.04, -0.02, -0.07, 0.02, 0.00, -0.02, 0.05, 0.05, -0.04, 0.01, 0.08, -0.01, -0.03, 0.03, -0.04, 0.02, -0.02, -0.03, -0.04, -0.02, -0.04, 0.03, 0.05, -0.07, 0.03, 0.07, -0.02, -0.03, 0.04],
  "e_lumo_ev": 0.0,
  "homo_energy_ev": -10.456,
  "homo_lumo_gap_ev": 10.5
}

#C
{
  "formula": "H26O13",
  "method": "ωB97M-V with the def2-TZVPD basis set",
  "species": ["O", "H", "H", "O", "H", "H", "O", "H", "H", "O", "H", "H", "O", "H", "H", "O", "H", "H", "O", "H", "H", "O", "H", "H", "O", "H", "H", "O", "H", "H", "O", "H", "H", "O", "H", "H", "O", "H", "H"],
  "positions_angstrom": [[2.67, -17.04, 3.58], [2.04, -16.70, 2.97], [3.49, -17.32, 3.10], [8.62, -15.14, 5.67], [7.96, -14.83, 6.29], [9.39, -15.23, 6.22], [7.79, -15.09, 2.93], [8.19, -15.10, 3.81], [6.98, -14.60, 3.01], [6.81, -15.01, 7.83], [7.17, -14.58, 8.67], [6.34, -15.75, 8.21], [2.67, -12.97, 3.40], [2.01, -13.27, 2.75], [3.05, -13.78, 3.73], [3.26, -17.47, 6.97], [3.89, -17.16, 6.34], [2.70, -18.11, 6.55], [2.97, -15.03, 5.05], [2.51, -15.21, 5.85], [2.63, -15.76, 4.54], [6.09, -13.91, 4.75], [5.33, -14.20, 4.15], [6.25, -12.98, 4.49], [4.59, -12.55, 6.46], [4.83, -11.70, 6.19], [5.08, -13.20, 5.93], [5.25, -16.60, 5.27], [5.90, -15.88, 5.33], [4.56, -16.03, 4.95], [7.41, -17.89, 7.49], [7.11, -18.28, 6.71], [8.32, -17.71, 7.40], [4.57, -14.99, 2.48], [4.15, -14.33, 1.88], [4.61, -15.87, 2.17], [4.45, -19.17, 4.75], [4.84, -18.39, 4.41], [3.75, -19.42, 4.17]],
  "lowdin_charge": [-0.01, 0.06, 0.08, -0.04, -0.01, 0.04, -0.07, -0.02, -0.03, -0.07, 0.10, 0.04, -0.06, 0.04, -0.05, -0.04, -0.05, 0.02, -0.05, 0.07, -0.03, -0.09, 0.05, 0.11, -0.05, 0.00, -0.03, -0.04, 0.04, -0.02, 0.00, 0.01, 0.01, -0.03, 0.09, 0.04, -0.01, -0.04, 0.03],
  "e_lumo_ev": -0.6,
  "homo_energy_ev": -10.449,
  "homo_lumo_gap_ev": 9.9
}

#D
{
  "formula": "H26O13",
  "method": "ωB97M-V with the def2-TZVPD basis set",
  "species": ["H", "H", "H", "H", "H", "H", "H", "H", "H", "H", "H", "H", "H", "H", "H", "H", "H", "H", "H", "H", "H", "H", "H", "H", "H", "H", "O", "O", "O", "O", "O", "O", "O", "O", "O", "O", "O", "O", "O"],
  "positions_angstrom": [[-0.57, -1.94, -0.64], [-0.59, -0.42, -0.62], [-1.41, -0.10, -4.49], [-0.07, 0.54, -4.84], [-2.10, 2.11, 2.50], [-1.89, 1.87, 3.99], [-4.21, 0.09, -2.21], [-3.01, 1.02, -2.27], [-0.44, 2.93, 0.71], [0.26, 3.99, 1.53], [1.90, -1.61, -2.38], [1.24, -0.25, -2.21], [2.08, 1.69, -0.18], [2.91, 2.69, -0.96], [-0.56, 5.31, -0.98], [-0.24, 3.83, -0.84], [0.97, -3.99, -3.14], [-0.19, -4.93, -2.89], [1.67, 0.33, 1.09], [2.07, 0.38, 2.56], [1.30, -1.51, 3.36], [1.42, -2.98, 2.99], [-0.74, -0.96, 4.62], [-1.40, -0.43, 3.36], [1.02, -4.35, 0.15], [1.57, -3.28, 1.08], [-0.06, -1.17, -0.91], [-0.95, 0.75, -4.50], [-2.56, 1.82, 3.29], [-3.63, 0.63, -1.65], [-0.57, 3.80, 1.10], [2.09, -0.70, -2.14], [2.26, 1.99, -1.08], [-0.93, 4.49, -0.66], [0.03, -4.00, -2.94], [2.07, -0.20, 1.79], [1.26, -2.40, 3.74], [-0.83, -1.14, 3.67], [0.84, -3.90, 0.99]],
  "lowdin_charge": [0.05, 0.04, 0.03, 0.04, 0.01, 0.03, 0.03, 0.02, 0.04, 0.06, 0.02, 0.00, 0.00, 0.05, 0.06, 0.03, 0.03, 0.04, 0.01, 0.05, -0.01, 0.00, 0.05, 0.01, 0.03, 0.03, -0.06, -0.06, -0.05, -0.06, -0.08, -0.08, -0.04, -0.09, -0.05, -0.03, -0.07, -0.06, -0.05],
  "e_lumo_ev": -0.4,
  "homo_energy_ev": -9.178,
  "homo_lumo_gap_ev": 8.7
}

Quick one: least stable of them? #D